1.
DFT (ωB97M-V/def2-TZVPD) results for a 12-piece molecular cluster, C13H50N12O12 overall at a distorted geometry.

Output
Energy above the lowest of the compared OMol25 structures with the same formula, charge and spin = 0.000 eV
HOMO-LUMO gap = 9.8437 eV
E = -56747.434 eV
E_HOMO = -0.356 Eh
SMILES string = NC(N)=O.NC(N)=O.NC(N)=O.NC(N)=O.NC(N)=O.NC(N)=O.CCO.CO.CO.CO.CO.CO
LUMO energy = 0.006 Eh

Each line ends with the Löwdin charge.
Positions of all 87 atoms, in Å:
O -3.643544 2.067031 -1.802221  -0.03
O 0.903056 1.018818 -3.947685  -0.13
O -2.545813 -2.294012 -0.275814  -0.07
O 1.400749 3.562508 -0.981749  -0.16
O 0.232004 -1.528948 -0.501402  -0.15
O -0.441485 -2.367827 4.073673  -0.02
O 2.919069 2.127084 1.521297  -0.14
O 2.923361 -1.872899 -3.921474  -0.13
O -1.408917 1.484765 4.370641  0.00
O 4.111121 -2.273502 0.984635  0.01
O -0.975193 -3.733727 -3.673160  0.03
O -3.097521 3.675812 0.732204  -0.11
N -2.106007 1.721410 -3.494361  0.15
N -1.650512 -3.362815 2.314098  0.15
N 0.626148 0.285197 4.079456  0.16
N 0.377553 2.531539 3.366253  0.14
N 2.087037 -1.949494 1.991667  0.17
N 0.774107 -5.230364 -3.337260  0.14
N -2.889258 -1.542379 -2.438232  0.19
N -0.982709 -4.954609 -1.726858  0.15
N -3.759068 -0.244157 -0.549502  0.16
N -1.441827 2.861041 -1.515063  0.19
N 4.068126 -2.592841 3.280892  0.14
N -2.324025 -1.308737 3.389732  0.18
C 2.075057 1.845161 -4.074807  -0.13
C -1.392438 -2.355334 3.304612  -0.57
C 2.847027 -1.961493 -2.482329  -0.14
C -3.008058 -1.415779 -1.047956  -0.50
C -3.991583 2.017921 2.399010  -0.09
C 3.439402 -2.240590 1.996856  -0.61
C -2.842637 2.557969 1.628161  -0.31
C 0.042264 -0.106125 -0.217370  -0.10
C 4.024245 1.240721 1.350934  -0.13
C 1.391701 4.823077 -0.243102  -0.09
C -0.423241 -4.550226 -2.968587  -0.60
C -2.466881 2.205103 -2.196159  -0.55
C -0.257437 1.401624 3.974555  -0.57
H 4.636639 1.681817 0.552318  0.08
H 0.849094 0.410093 0.319241  0.07
H -3.920485 -0.149701 0.448245  0.06
H 2.477261 1.972034 -3.064811  0.06
H -3.827458 0.573917 -1.152645  0.01
H -1.272533 2.030836 -3.956347  0.06
H -2.747126 1.234031 -4.096085  0.09
H 2.586565 -1.001922 -2.044399  0.06
H -0.930121 0.079101 0.245254  0.06
H -1.998132 2.899804 2.251406  0.09
H -0.628140 -1.930509 -0.434147  0.01
H -4.698513 1.449101 1.797538  0.07
H -1.702427 3.095216 -0.580047  0.05
H -3.685788 1.477115 3.307897  0.07
H 3.690366 -2.334699 -1.932041  0.07
H 1.942154 -2.562258 -2.311737  0.07
H -2.455609 1.694500 1.027631  0.09
H -2.342238 -2.241156 -2.917211  0.07
H 1.375075 2.566494 3.215999  0.06
H 1.188095 -5.987029 -2.854766  0.07
H 1.196653 5.678064 -0.865815  0.07
H 3.817955 0.210422 1.079737  0.05
H 3.707538 -1.339138 -4.062879  0.06
H -1.744427 -4.387860 -1.454426  0.05
H -0.177162 3.359359 3.458407  0.08
H -2.998089 -1.147426 2.663489  0.08
H 3.623934 -2.198578 4.061742  0.05
H 4.635043 1.258535 2.253730  0.08
H 1.587220 -1.971393 1.091936  0.08
H 1.162712 0.098024 -3.958304  0.06
H -4.626797 2.850686 2.789430  0.09
H 0.643784 4.745649 0.532325  0.08
H 2.117716 3.545965 -1.624837  0.06
H 2.554555 2.280932 0.646826  0.04
H -2.154227 -3.075697 1.482200  0.03
H 2.375700 4.965474 0.223081  0.08
H -0.847679 -3.933917 2.053393  0.09
H 5.064418 -2.698901 3.296171  0.08
H -2.257551 -0.579719 4.067891  0.06
H -0.458419 2.818384 -1.740766  0.07
H 1.328634 -4.910044 -4.126412  0.10
H 1.560123 -2.261756 2.794184  0.07
H 2.864078 1.440834 -4.720164  0.08
H -4.064423 3.857812 0.651033  0.11
H 1.438076 0.345063 3.477282  0.07
H -0.398682 -5.337407 -1.000243  0.09
H -3.149167 -0.703033 -2.945116  0.08
H -0.037054 0.392715 -1.183371  0.05
H 1.829574 2.815272 -4.460757  0.07
H 0.275414 -0.616029 4.335356  0.03

Forces on the atoms, in the same order (eV/Å):
1.80 0.53 -0.36
0.37 1.05 -0.55
-0.64 1.20 -0.94
-0.18 0.44 0.45
1.23 1.43 0.87
0.17 -0.71 -0.19
-0.17 -0.57 0.39
0.67 0.22 0.82
0.37 -0.61 -0.08
-0.05 0.22 -0.10
0.15 0.19 -0.07
-1.15 -0.26 0.66
-0.15 0.66 1.79
0.62 1.25 1.16
-1.10 2.85 -0.37
-1.16 -1.92 0.75
0.74 -0.23 0.51
-1.31 1.63 -0.43
-1.00 1.81 2.10
1.52 -0.22 -1.93
1.88 -3.69 -1.38
-1.81 -1.11 -1.01
-2.01 0.34 -2.96
0.37 -1.85 -1.07
-0.02 -0.98 0.78
-1.20 0.61 -1.03
-2.18 0.00 -0.23
-0.95 0.81 0.49
-1.54 1.20 1.26
1.14 -1.06 1.05
1.42 -0.14 -1.02
-0.58 -0.31 -1.27
0.91 0.94 -0.49
1.07 -0.95 -0.13
1.05 -1.73 1.15
0.48 0.07 -2.03
2.53 0.18 -0.48
0.25 -0.36 0.10
-0.04 -0.82 0.24
0.38 -0.27 -0.53
0.34 0.09 -0.07
-0.16 0.07 0.27
0.40 -0.11 0.25
-0.41 0.33 0.41
0.09 0.43 0.01
0.22 -0.15 0.43
-0.64 -0.32 -0.01
-0.86 -0.40 0.09
0.18 -0.33 -0.15
-0.15 0.43 0.44
0.10 -0.02 -0.57
0.63 -0.49 -0.24
0.55 -0.09 0.24
-0.01 0.74 0.12
0.38 -0.28 0.36
-0.17 0.07 -0.05
-0.11 -0.49 0.79
-0.28 0.22 -0.46
-0.54 -0.09 0.05
0.17 0.03 -0.53
-0.73 0.61 0.51
0.24 0.33 0.03
-0.02 -0.31 -0.10
-0.29 0.39 1.25
-0.21 -0.02 0.08
0.46 0.03 0.41
0.21 -0.42 -0.01
0.49 -0.33 -0.12
-0.21 -0.14 0.04
-0.03 0.31 0.09
-0.38 0.14 -0.11
-0.20 0.28 0.15
-0.25 -0.01 0.05
-0.17 0.39 0.57
0.06 0.26 -0.26
0.61 0.28 0.42
-0.19 -0.20 -0.17
-0.69 0.20 0.29
-0.26 0.04 0.01
-0.28 -0.21 0.08
1.18 -0.50 0.03
-0.24 -0.29 0.11
-0.01 0.12 -0.17
0.12 -0.49 -0.03
0.13 0.14 -0.18
-0.53 0.41 -0.23
-0.38 -0.50 -0.04

=====

2.
DFT (ωB97M-V/def2-TZVPD) results for C21H27BrGaN7O2S2 as an isolated structure at a distorted geometry.

Output
HOMO-LUMO gap = 7.1321 eV
E = -180817.597 eV
E_HOMO = -0.474 Eh
LUMO energy = -0.212 Eh
Net charge = +2

Each line ends with the Löwdin charge.
Positions of all 61 atoms, in Å:
Br 13.672787 -9.026758 -8.619369  0.88
Ga 12.979581 -5.749724 -7.567155  0.29
S 12.356433 -6.240520 -5.006084  0.73
S 14.184103 -3.722341 -8.679508  1.03
O 13.382171 -5.282929 -5.557065  -0.33
O 11.171742 -5.536065 -4.576936  -0.26
N 11.537569 -4.198342 -7.287179  -0.07
N 10.700548 -8.565890 -5.455834  0.16
N 14.916735 -6.640370 -7.702901  -0.02
N 14.143438 -10.003952 -0.891702  0.14
N 12.204228 -7.101731 -6.407945  -0.12
N 12.043524 -5.832745 -9.445718  -0.12
N 10.695547 -8.160723 -7.805993  0.09
C 13.137367 -2.462921 -7.931176  -0.40
C 9.729372 -9.042257 -7.892730  -0.11
C 12.985261 -7.163067 -3.703995  -0.34
C 11.123074 -8.000530 -6.583340  -0.48
C 12.176707 -2.913417 -6.834078  -0.18
C 12.130992 -7.394597 -2.634309  -0.05
C 14.592131 -8.827575 -2.909276  0.00
C 17.496955 -7.729357 -7.604778  0.00
C 12.962407 -5.507990 -10.488815  -0.21
C 12.502461 -8.345885 -1.669695  0.02
C 15.192292 -7.901609 -8.151116  -0.60
C 16.476782 -8.400119 -8.217276  -0.08
C 13.754234 -9.068873 -1.765221  -0.27
C 14.167595 -7.886278 -3.812686  -0.07
C 10.736824 -5.183447 -9.308473  -0.15
C 10.710025 -3.927930 -8.493219  -0.15
C 17.209264 -6.525768 -6.989760  -0.04
C 15.965491 -6.021904 -7.043205  -0.12
C 9.774955 -9.508401 -5.580678  -0.06
C 9.220730 -9.796954 -6.829228  -0.01
C 13.450445 -4.006869 -10.347794  -0.32
H 14.842536 -7.745920 -4.634712  0.10
H 10.080147 -5.884004 -8.775227  0.13
H 11.815022 -6.848391 -9.450613  0.10
H 17.921009 -6.014410 -6.316873  0.15
H 12.520904 -1.986693 -8.706458  0.09
H 9.664225 -3.542490 -8.302857  0.17
H 12.601671 -3.381710 -10.562943  0.08
H 15.478529 -9.431319 -3.020624  0.12
H 12.513523 -5.699940 -11.505168  0.16
H 18.531220 -8.111020 -7.655919  0.15
H 14.955100 -10.577813 -1.004903  0.11
H 13.703304 -10.101536 0.027245  0.13
H 11.413924 -2.066702 -6.775357  0.17
H 13.866905 -6.080564 -10.308227  0.10
H 12.614664 -3.030385 -5.876695  0.10
H 10.943125 -4.696573 -6.631696  0.11
H 8.516030 -10.607025 -6.943650  0.12
H 15.694165 -5.024489 -6.610494  0.12
H 13.901274 -1.785031 -7.556293  0.09
H 11.130154 -6.963721 -2.601725  0.12
H 14.258120 -3.777360 -11.000294  0.07
H 9.500811 -10.001286 -4.691644  0.11
H 11.771009 -8.599693 -0.931993  0.11
H 16.550667 -9.365562 -8.617761  0.10
H 10.358317 -5.096149 -10.335171  0.15
H 9.147390 -9.226234 -8.813582  0.13
H 11.117188 -3.109589 -9.081342  0.09

Forces on the atoms, in the same order (eV/Å):
1.24 0.88 -0.05
0.50 0.49 -0.12
0.11 0.70 0.20
-0.54 -0.53 -0.34
0.45 -0.46 -0.24
0.06 -0.70 -0.42
-0.33 1.19 -0.72
0.17 -0.08 -0.33
0.97 -1.31 0.53
-0.83 -0.30 1.70
-0.78 0.31 0.12
-0.19 -2.17 2.39
-0.08 0.44 -0.79
0.05 0.46 0.03
-2.88 -2.10 -0.41
-0.24 -0.05 -0.06
1.38 0.88 2.06
-1.70 0.45 -0.76
0.03 -1.43 1.02
-1.77 0.40 1.08
1.26 0.06 -0.44
0.88 1.80 -1.32
0.96 0.22 -1.08
-1.39 1.33 0.16
-1.10 -0.13 0.37
-0.47 0.82 -1.15
1.16 -0.54 -0.41
-1.29 -0.70 -1.02
-0.19 0.80 -0.41
1.57 0.19 1.56
-2.90 1.53 -0.79
0.12 0.53 -1.39
1.13 0.36 0.54
-0.78 -1.65 0.60
0.00 0.33 -0.61
0.29 -0.22 -0.35
0.29 0.54 -0.16
-0.20 -0.28 -0.84
0.87 0.11 0.09
0.98 -0.92 0.24
-0.04 0.69 0.17
0.21 0.22 -0.20
0.66 0.26 0.89
-0.72 0.13 0.23
0.27 0.14 -0.32
0.09 0.13 -0.79
0.71 -1.23 0.16
-0.07 -0.61 -0.45
0.48 -0.29 0.76
-0.04 0.68 0.85
-0.18 0.25 -0.22
0.43 -1.17 -0.33
-0.49 0.47 0.16
0.42 0.03 0.06
0.40 -0.01 -0.85
-0.47 -0.56 0.93
-0.04 -0.11 0.57
0.56 -1.14 -0.59
-0.37 0.43 0.32
1.04 0.49 -0.06
0.30 -0.03 0.25